The following is a quantum chemistry calculation of 2 unconnected molecules or ions with the total composition C5H12 in a non-equilibrium geometry, from OMol25.

Each atom is followed by the atoms it is bonded to, with distances in Å.
CARTESIAN COORDINATES (ANGSTROEM)
1 H -1.85 -1.09 -0.77  C9 1.043
2 C 2.43 -0.54 0.54  C3 1.382, C6 1.547, H7 1.138
3 C 2.48 0.70 -0.08  C2 1.382, H15 1.091, H17 1.141
4 H -1.85 1.38 -0.28  C16 1.054
5 H -2.98 -0.90 -2.00  C9 1.092
6 C 1.83 -0.58 1.96  C2 1.547, H10 1.068, H12 1.042, H14 1.078
7 H 2.41 -1.60 0.14  C2 1.138
8 H -2.89 1.46 -1.58  C16 1.024
9 C -2.69 -0.54 -1.01  H1 1.043, H5 1.092, H13 1.044, C16 1.514
10 H 2.52 -0.97 2.68  C6 1.068
11 H -1.41 0.85 -1.94  C16 1.090
12 H 1.10 -1.31 2.09  C6 1.042
13 H -3.53 -0.58 -0.38  C9 1.044
14 H 1.59 0.39 2.37  C6 1.078
15 H 2.61 0.80 -1.16  C3 1.091
16 C -2.17 0.88 -1.15  H4 1.054, H8 1.024, C9 1.514, H11 1.090
17 H 2.40 1.64 0.56  C3 1.141

Calculated values
- HOMO-LUMO gap (eV) = 10.497
- energy (eV) = -5377.694
- SMILES string = C=CC.CC
- LUMO (eV) = 1.09

Results of the Mulliken charge analysis, in e, for atoms 1 through 2: 0.2674, 0.1148